C37H61BaN6Si2 | wB97M-V/def2-TZVPD

```
107
C37H61BaN6Si2 wB97M-V/def2-TZVPD
Ba 0.30992 0.05108 0.37865
N -0.18108 -2.60858 -0.77043
C -1.52097 -3.09423 -0.46526
C -2.02243 -2.65099 0.90093
N -2.24004 -1.21254 0.99975
C -2.62680 -0.77172 2.34112
C -2.89427 0.72372 2.40774
N -1.77621 1.50120 1.91786
H 0.11245 -2.91407 -1.69008
H 0.52009 -2.88814 -0.07618
H -1.58514 -4.19048 -0.51664
H -2.20977 -2.71823 -1.22910
H -1.28298 -2.92437 1.65829
H -2.93698 -3.22619 1.11651
H -2.93265 -0.91471 0.31938
H -1.80677 -1.01581 3.02119
H -3.52098 -1.30829 2.69363
H -3.18110 0.94503 3.44695
H -3.77236 0.95828 1.79034
H -0.87231 1.41566 2.42123
H -2.01900 2.47921 1.86247
C -4.32517 2.25516 -0.81514
C -3.40369 3.30956 -0.26183
C -3.88510 4.27732 0.61525
C -3.02933 5.22203 1.15984
C -1.67943 5.19167 0.84501
C -1.15135 4.22436 -0.00843
C 0.32356 4.13999 -0.24002
C -2.04334 3.30785 -0.56865
N -1.52611 2.27894 -1.41398
C -1.65152 2.41931 -2.66556
C -2.23893 3.61116 -3.37460
C -1.12269 1.29640 -3.53930
C -1.24731 1.45282 -5.03003
N -0.58974 0.30619 -2.95625
C -0.03727 -0.75088 -3.73052
C -0.82881 -1.85134 -4.06040
C -2.30840 -1.83717 -3.79163
C -0.21491 -2.94257 -4.66887
C 1.14075 -2.92921 -4.95341
C 1.89665 -1.80302 -4.66363
C 1.32042 -0.69188 -4.06054
C 2.10463 0.56330 -3.80702
H -5.24571 2.21489 -0.23239
H -3.85888 1.26770 -0.78650
H -4.60512 2.44890 -1.85533
H -4.93645 4.27116 0.88015
H -3.40787 5.96819 1.84685
H -0.99861 5.90131 1.29947
H 0.81406 5.02887 0.15728
H 0.58718 4.03413 -1.29524
H 0.76708 3.30243 0.35138
H -2.58874 4.36167 -2.67284
H -3.07099 3.30353 -4.01190
H -1.48839 4.06649 -4.02403
H -0.76905 2.37758 -5.35716
H -2.29865 1.51849 -5.31872
H -0.79179 0.61695 -5.55460
H -2.54610 -1.28028 -2.88527
H -2.69673 -2.85059 -3.68870
H -2.85014 -1.35941 -4.61426
H -0.81101 -3.81519 -4.91162
H 1.60930 -3.79467 -5.40397
H 2.95474 -1.78283 -4.89625
H 3.16737 0.39707 -3.97405
H 1.98528 0.92453 -2.78573
H 1.77183 1.36825 -4.47002
N 1.10069 1.54909 2.04049
C 1.23080 2.34831 3.08122
C 0.55776 2.13638 4.34738
C 0.62550 3.02617 5.40200
C 1.36880 4.20683 5.32951
C 2.06369 4.44571 4.13727
C 2.01035 3.57314 3.06992
H -0.02228 1.22077 4.45270
H 0.08390 2.78782 6.31491
H 1.42332 4.89467 6.16439
H 2.67350 5.34232 4.04510
H 2.58698 3.78801 2.17427
C 5.26352 -2.48588 0.78138
Si 3.44379 -2.43216 0.24058
C 3.37157 -1.08158 -1.09281
C 3.20893 -4.06995 -0.69758
C 2.18322 -2.09119 1.47355
Si 1.76163 -3.20044 2.83376
C 0.51097 -2.41055 4.01942
C 0.99898 -4.83979 2.22569
C 3.20035 -3.76360 3.93852
H 5.92782 -2.53314 -0.08853
H 5.46909 -3.35308 1.41550
H 5.52048 -1.59435 1.36053
H 4.18854 -1.10890 -1.81929
H 3.37047 -0.08735 -0.62957
H 2.43243 -1.21538 -1.64841
H 3.99655 -4.18194 -1.45054
H 2.24740 -4.12330 -1.21753
H 3.26830 -4.93241 -0.02962
H 2.40853 -1.09422 1.90183
H -0.50970 -2.74805 3.80898
H 0.54134 -1.32060 3.91670
H 0.71635 -2.65548 5.06450
H 0.13146 -4.67550 1.57652
H 0.66407 -5.44856 3.07218
H 1.71663 -5.43621 1.65723
H 3.71643 -2.88985 4.34738
H 3.93374 -4.34145 3.36792
H 2.85796 -4.37935 4.77738
```

Summary:
orbital gap	3.62	eV
multiplicity	1
energy relative to the best compared isomer or geometry (same formula, charge and spin)	70.05	kJ/mol
net charge	-1

***

C37H61BrN10O2PS2Tl | wB97M-V/def2-TZVPD

```
115
C37H61BrN10O2PS2Tl wB97M-V/def2-TZVPD
Tl 11.35501 14.14924 15.50766
C 7.64453 18.70318 15.72268
C 8.75218 17.80821 16.22005
N 8.52011 16.53503 16.43267
N 7.34675 16.05251 16.31245
C 7.14029 14.72425 16.82019
N 5.87007 14.37516 16.79932
S 8.34098 13.59513 17.15997
C 10.09160 18.22426 16.52100
C 10.42008 19.57918 16.77425
C 11.64700 19.88092 17.33243
C 12.55647 18.91964 17.66419
C 12.19260 17.61923 17.27016
N 11.04471 17.24442 16.72074
H 6.73583 18.05954 15.64070
H 7.97057 19.14125 14.75672
H 7.44442 19.55045 16.45238
H 5.07691 15.03766 16.64460
H 5.77858 13.49634 17.26486
H 9.66362 20.31871 16.71455
H 11.91110 20.93455 17.50555
H 13.50678 19.13907 18.07584
H 12.70862 16.71469 17.62170
C 12.95974 6.67517 16.59921
N 13.98351 7.67963 16.41770
C 13.53434 9.00945 16.40382
S 13.46242 9.94631 15.01760
N 13.11719 9.45773 17.62274
C 13.26557 8.71652 18.85645
H 12.57140 6.32088 15.63626
H 12.05562 7.13736 17.07611
H 13.33028 5.80579 17.17208
H 14.48072 7.50814 15.54764
H 12.66210 10.35945 17.64451
H 12.69700 9.32481 19.55577
H 14.27095 8.47083 19.14287
H 12.78289 7.72887 18.77229
Br 11.33873 11.04539 20.84686
C 11.05544 12.92929 20.91122
C 10.37483 13.40934 22.04066
C 10.41561 14.76055 22.30492
C 10.93508 15.62641 21.35110
C 11.32271 15.08022 20.09637
C 11.44703 13.70560 19.85076
C 11.86132 13.22469 18.43685
O 12.23803 14.18260 17.72187
O 11.80138 12.02852 18.11798
H 9.99912 12.64004 22.67990
H 9.99930 15.15813 23.23269
H 11.15505 16.64182 21.52145
H 11.42051 15.76999 19.25232
C 15.51487 17.17843 13.19580
C 14.35552 16.47424 12.42795
N 13.84022 15.38955 13.19901
C 14.60002 14.64386 14.09050
N 14.07546 13.58983 14.63557
C 14.71556 12.93907 15.70250
C 16.23522 12.97410 15.62834
C 16.65198 14.45088 15.46563
N 15.82372 15.09889 14.42110
C 16.52365 16.13217 13.70321
H 15.05932 17.73513 14.06937
H 16.10065 17.96197 12.62417
H 14.74171 16.13010 11.44254
H 13.55826 17.15903 12.25406
H 12.90485 14.95691 12.95130
H 14.43872 11.86373 15.51967
H 14.34956 13.25043 16.71216
H 16.72709 12.40938 14.83630
H 16.71039 12.49492 16.53850
H 17.71532 14.64250 15.20449
H 16.45266 15.03673 16.41991
H 17.22414 15.80946 12.94123
H 17.20121 16.64273 14.38987
C 8.96931 15.93146 12.37220
C 8.65741 14.52563 11.89356
C 7.78746 14.48232 10.64052
C 7.89606 13.93529 13.07847
P 10.30750 13.52243 11.72251
N 11.34268 14.10722 12.75020
C 11.11028 13.71748 9.89832
C 10.96330 15.30095 9.62534
C 12.57357 13.30522 9.91899
C 10.30571 13.02045 8.76856
C 9.97098 11.55204 11.97120
C 9.76277 11.33218 13.45400
C 11.24632 10.80329 11.61490
C 8.72256 10.99300 11.23572
H 8.04074 16.31630 12.78631
H 9.33514 16.63550 11.57169
H 9.77431 15.80177 13.11297
H 6.84675 15.01363 10.76749
H 7.50975 13.44870 10.38366
H 8.26753 14.95732 9.76686
H 7.04911 14.59830 13.35290
H 8.53660 14.06037 13.97948
H 7.48327 12.87417 12.93110
H 11.36941 15.92855 10.47521
H 9.94239 15.67416 9.43147
H 11.52753 15.61631 8.76330
H 13.00209 13.32940 10.93037
H 13.20960 13.98282 9.32583
H 12.67812 12.27541 9.50333
H 9.35972 13.48167 8.77228
H 10.16097 11.95583 8.83267
H 10.75737 13.31199 7.77134
H 10.53993 11.83358 14.01727
H 9.88782 10.27418 13.61327
H 8.79273 11.70116 13.89156
H 12.15474 11.11244 12.14366
H 11.40334 10.87705 10.54458
H 11.06668 9.72243 11.76011
H 7.78058 11.00745 11.80810
H 8.94519 9.90613 11.05915
H 8.54809 11.41064 10.21517
```

Summary:
orbital gap	4.98	eV
multiplicity	1
net charge	-2